No. 1
{
  "formula": "C4H10N3",
  "method": "wB97M-V/def2-TZVPD",
  "species": ["C", "C", "C", "C", "N", "N", "N", "H", "H", "H", "H", "H", "H", "H", "H", "H", "H"],
  "positions_angstrom": [[-0.744, 1.094, 0.586], [-0.538, -0.698, -1.171], [0.097, -1.078, 1.148], [-0.483, -0.186, 0.141], [-0.664, 3.333, 1.300], [-0.837, 2.241, 0.774], [1.832, 0.495, -1.050], [-1.021, -1.740, -1.222], [0.589, -0.922, -1.240], [-0.933, -0.009, -1.919], [-0.719, -1.467, 1.781], [0.889, -0.769, 1.872], [0.462, -1.957, 0.596], [2.590, 0.491, -1.414], [-1.193, 4.020, 0.840], [1.565, 1.420, -0.578], [1.314, 0.877, -1.820]],
  "e_homo_ev": [-14.59, -14.59],
  "charge": 1
}


No. 2
{
  "formula": "C4H14NO2",
  "method": "wB97M-V/def2-TZVPD",
  "species": ["C", "O", "C", "C", "C", "N", "H", "H", "H", "H", "H", "H", "H", "H", "H", "H", "H", "H", "H", "H", "O"],
  "positions_angstrom": [[0.847, -0.050, 1.632], [-0.371, -0.296, 0.899], [1.818, 0.522, 0.680], [2.680, -0.266, -0.127], [2.469, -0.022, -1.670], [-2.764, 0.741, -1.865], [0.638, 0.640, 2.444], [1.222, -0.990, 2.046], [-0.157, -0.498, -0.029], [1.938, 1.603, 0.629], [3.696, 0.134, 0.035], [2.686, -1.304, 0.200], [3.193, -0.641, -2.184], [1.479, -0.328, -1.984], [2.626, 1.026, -1.913], [-2.789, 1.722, -2.097], [-2.889, 0.477, -0.901], [-3.116, 0.122, -2.569], [-3.962, -0.771, 1.397], [-2.497, -0.263, 1.462], [-3.151, -0.682, 0.885]],
  "e_homo_ev": -11.78,
  "charge": 1
}


No. 3
{
  "formula": "C4H5GdO2",
  "method": "wB97M-V/def2-TZVPD",
  "species": ["H", "O", "C", "C", "C", "C", "O", "Gd", "H", "H", "H", "H"],
  "positions_angstrom": [[0.071, 0.543, -1.572], [-2.084, -0.187, 1.005], [-0.943, 0.304, 0.411], [-0.608, -0.173, -0.917], [0.326, -0.677, 0.186], [1.645, -0.083, 0.242], [1.905, 0.824, -0.641], [4.151, 0.319, 0.524], [-2.799, 0.452, 0.918], [-0.641, 1.316, 0.697], [-1.262, -0.925, -1.361], [0.241, -1.715, 0.506]],
  "s_squared": 16.62,
  "multiplicity": 8,
  "e_homo_ev": [-17.41, -17.40],
  "charge": 2
}


No. 4
{
  "formula": "C6H23AsB2F6NNa",
  "method": "wB97M-V/def2-TZVPD",
  "species": ["Na", "B", "H", "H", "H", "H", "B", "H", "H", "H", "H", "As", "F", "F", "F", "F", "F", "F", "C", "C", "N", "C", "C", "C", "C", "H", "H", "H", "H", "H", "H", "H", "H", "H", "H", "H", "H", "H", "H", "H"],
  "positions_angstrom": [[-0.659, -0.770, -0.615], [-1.293, -1.306, -3.141], [-0.358, -1.948, -2.719], [-2.257, -1.517, -2.455], [-0.967, -0.137, -3.156], [-1.461, -1.661, -4.291], [-3.122, 0.989, -0.630], [-2.648, 1.579, -1.578], [-3.865, 1.762, -0.049], [-3.721, 0.041, -1.077], [-2.272, 0.587, 0.133], [-1.147, -2.489, 2.509], [-1.001, -0.864, 3.073], [-2.715, -2.628, 3.212], [-1.261, -4.108, 1.917], [0.440, -2.351, 1.783], [-0.420, -3.058, 3.978], [-1.845, -1.892, 1.022], [2.450, -1.007, -1.390], [2.548, -0.358, -0.029], [1.422, 0.558, 0.262], [1.499, 1.766, -0.581], [0.131, 2.114, -1.157], [1.473, 0.901, 1.674], [0.330, 1.802, 2.130], [1.602, -1.689, -1.457], [3.346, -1.592, -1.609], [2.306, -0.283, -2.194], [2.552, -1.122, 0.753], [3.480, 0.218, 0.126], [2.227, 1.640, -1.385], [1.887, 2.615, 0.001], [0.174, 3.171, -1.462], [-0.691, 1.990, -0.463], [-0.078, 1.562, -2.073], [1.424, -0.005, 2.280], [2.440, 1.385, 1.930], [0.387, 2.852, 1.822], [-0.596, 1.429, 1.687], [0.262, 1.826, 3.217]],
  "e_homo_ev": -2.28,
  "charge": -2
}


No. 5
{
  "formula": "BaCl4NiO16",
  "method": "wB97M-V/def2-TZVPD",
  "species": ["Ni", "Ba", "Cl", "O", "O", "O", "O", "Cl", "O", "O", "O", "O", "Cl", "O", "O", "O", "O", "Cl", "O", "O", "O", "O"],
  "positions_angstrom": [[26.448, -13.888, -6.888], [29.135, -10.377, -2.788], [32.559, -8.647, -5.484], [33.935, -9.013, -5.606], [31.835, -9.011, -6.638], [32.121, -9.417, -4.306], [32.639, -7.285, -5.110], [28.287, -11.170, -6.220], [27.541, -11.234, -4.958], [29.662, -10.767, -5.962], [28.336, -12.591, -6.572], [27.491, -10.502, -7.168], [28.011, -14.565, -9.784], [27.849, -14.152, -11.165], [29.110, -13.935, -9.177], [26.846, -14.131, -9.027], [28.124, -16.003, -9.791], [28.231, -7.024, -4.870], [29.012, -5.832, -4.603], [27.439, -7.227, -6.023], [29.207, -8.106, -4.671], [27.337, -7.129, -3.698]],
  "s_squared": 2.02,
  "multiplicity": 3,
  "e_homo_ev": [-8.91, -8.91]
}


No. 6
{
  "formula": "C44H48BN4O9PSSc",
  "method": "wB97M-V/def2-TZVPD",
  "species": ["Sc", "O", "C", "O", "C", "C", "C", "C", "C", "C", "N", "C", "C", "C", "C", "C", "C", "N", "H", "H", "H", "H", "H", "H", "H", "H", "H", "H", "O", "S", "O", "N", "C", "C", "C", "C", "C", "C", "C", "C", "N", "C", "C", "C", "C", "C", "C", "C", "H", "H", "H", "H", "H", "H", "H", "H", "H", "H", "H", "C", "C", "O", "P", "O", "C", "C", "O", "C", "C", "H", "H", "H", "H", "H", "H", "H", "H", "H", "H", "H", "H", "H", "H", "H", "C", "C", "C", "C", "C", "C", "C", "C", "O", "B", "O", "C", "C", "H", "H", "H", "H", "H", "H", "H", "H", "H", "H", "H", "H"],
  "positions_angstrom": [[0.717, 0.904, -0.099], [-4.197, 1.376, 5.907], [-2.919, 1.141, 6.267], [-2.640, 0.901, 7.404], [-1.890, 1.187, 5.173], [-0.765, 0.379, 5.310], [0.231, 0.401, 4.350], [0.114, 1.253, 3.257], [-1.007, 2.055, 3.109], [-2.004, 2.024, 4.070], [1.121, 1.319, 2.243], [2.338, 1.302, 2.596], [3.422, 1.322, 1.600], [4.743, 1.270, 1.999], [5.736, 1.315, 1.027], [5.361, 1.432, -0.297], [4.008, 1.472, -0.609], [3.058, 1.405, 0.315], [-4.275, 1.466, 4.949], [-0.687, -0.264, 6.177], [1.078, -0.271, 4.434], [-1.096, 2.694, 2.240], [-2.860, 2.681, 3.961], [2.622, 1.286, 3.648], [4.987, 1.195, 3.051], [6.781, 1.266, 1.304], [6.097, 1.491, -1.088], [3.671, 1.569, -1.635], [-0.840, 0.772, -3.861], [0.290, 0.452, -3.043], [0.144, -0.596, -2.031], [0.838, 1.650, -2.112], [0.802, 3.000, -2.490], [0.668, 3.491, -3.763], [0.671, 4.883, -4.006], [0.812, 5.778, -2.988], [0.940, 5.306, -1.660], [1.073, 6.169, -0.549], [1.166, 5.646, 0.708], [1.123, 4.249, 0.861], [1.004, 3.411, -0.139], [0.919, 3.920, -1.408], [1.594, 0.003, -4.135], [2.820, -0.381, -3.599], [3.860, -0.684, -4.459], [3.670, -0.600, -5.835], [2.439, -0.232, -6.356], [1.385, 0.074, -5.504], [0.554, 2.809, -4.595], [0.565, 5.235, -5.023], [0.827, 6.844, -3.176], [1.098, 7.241, -0.712], [1.264, 6.278, 1.580], [1.188, 3.816, 1.854], [2.932, -0.485, -2.526], [4.818, -0.997, -4.062], [4.488, -0.836, -6.504], [2.295, -0.182, -7.428], [0.412, 0.359, -5.881], [-5.754, 0.363, -1.526], [-4.542, 1.155, -1.940], [-3.728, 1.420, -0.760], [-2.142, 1.621, -0.957], [-1.913, 2.865, 0.078], [-2.472, 4.148, -0.262], [-3.692, 4.442, 0.582], [-1.477, 0.496, 0.117], [-2.291, -0.158, 1.148], [-2.850, -1.448, 0.604], [-6.440, 0.283, -2.370], [-6.274, 0.863, -0.708], [-5.487, -0.643, -1.206], [-4.835, 2.115, -2.364], [-3.945, 0.621, -2.682], [-2.711, 4.182, -1.330], [-1.684, 4.880, -0.080], [-4.438, 3.657, 0.456], [-4.132, 5.396, 0.289], [-3.418, 4.500, 1.638], [-3.067, 0.535, 1.464], [-1.616, -0.345, 1.980], [-3.476, -1.267, -0.269], [-3.461, -1.922, 1.375], [-2.043, -2.123, 0.325], [-0.243, -7.216, 2.541], [-0.130, -7.100, 1.014], [0.617, -8.329, 0.497], [-1.537, -7.096, 0.401], [0.582, -5.794, 0.653], [1.755, -5.762, -0.101], [2.404, -4.570, -0.435], [1.834, -3.405, 0.009], [2.237, -2.099, -0.182], [1.272, -1.291, 0.441], [0.310, -2.121, 1.052], [0.673, -3.420, 0.754], [0.030, -4.582, 1.094], [-0.718, -8.162, 2.812], [-0.843, -6.408, 2.966], [0.745, -7.183, 3.006], [0.062, -9.228, 0.771], [1.616, -8.407, 0.933], [0.712, -8.319, -0.591], [-2.065, -8.016, 0.663], [-1.484, -7.030, -0.689], [-2.131, -6.253, 0.762], [2.189, -6.687, -0.453], [3.313, -4.569, -1.024], [-0.880, -4.550, 1.682]],
  "e_homo_ev": -10.13,
  "charge": 1
}


No. 7
{
  "formula": "C36H53N3O5PSiY",
  "method": "wB97M-V/def2-TZVPD",
  "species": ["Y", "C", "N", "C", "C", "O", "C", "O", "C", "C", "O", "N", "C", "C", "H", "H", "H", "H", "H", "H", "H", "H", "H", "H", "H", "H", "H", "H", "H", "H", "C", "C", "C", "C", "C", "O", "C", "N", "C", "C", "C", "C", "C", "C", "P", "C", "C", "C", "C", "C", "C", "C", "C", "C", "C", "C", "C", "H", "H", "H", "H", "H", "H", "H", "H", "H", "H", "H", "H", "H", "H", "H", "H", "H", "H", "H", "H", "H", "H", "H", "H", "C", "Si", "C", "C", "C", "H", "H", "H", "H", "H", "H", "H", "H", "H", "H", "H", "O", "H", "H"],
  "positions_angstrom": [[-0.374, -0.129, 0.182], [2.787, 1.526, -4.276], [1.544, 1.579, -3.508], [0.599, 2.643, -3.843], [1.305, 0.770, -2.500], [0.283, 0.855, -1.783], [2.303, -0.323, -2.133], [1.598, -1.337, -1.440], [1.110, -2.365, -2.285], [-0.245, -2.805, -1.763], [-0.822, -2.080, -0.928], [-0.775, -3.915, -2.238], [-0.069, -4.760, -3.203], [-2.099, -4.355, -1.802], [2.914, 2.487, -4.767], [2.754, 0.749, -5.039], [3.646, 1.381, -3.622], [0.995, 3.598, -3.494], [-0.355, 2.440, -3.367], [0.478, 2.667, -4.924], [3.039, 0.103, -1.444], [2.841, -0.725, -2.992], [1.821, -3.195, -2.322], [0.966, -2.001, -3.310], [0.246, -4.186, -4.074], [-0.759, -5.527, -3.543], [0.787, -5.253, -2.744], [-2.567, -3.572, -1.217], [-2.006, -5.261, -1.202], [-2.705, -4.567, -2.681], [0.981, -3.306, 1.453], [2.074, -2.634, 2.267], [1.650, -2.356, 3.703], [2.627, -1.385, 1.562], [3.953, -0.933, 2.176], [3.648, 0.348, 2.750], [2.405, 0.680, 2.402], [1.747, -0.165, 1.679], [2.051, 2.016, 2.970], [2.700, 2.338, 4.166], [2.597, 3.603, 4.717], [1.890, 4.588, 4.047], [1.236, 4.275, 2.870], [1.259, 2.982, 2.339], [0.289, 2.693, 0.831], [-1.284, 3.562, 1.123], [-2.058, 3.900, 0.011], [-3.300, 4.492, 0.166], [-3.798, 4.737, 1.439], [-3.050, 4.381, 2.549], [-1.801, 3.796, 2.395], [1.237, 3.684, -0.372], [0.864, 4.935, -0.850], [1.716, 5.648, -1.686], [2.949, 5.125, -2.042], [3.336, 3.879, -1.558], [2.482, 3.167, -0.733], [0.635, -4.227, 1.920], [1.336, -3.548, 0.449], [0.103, -2.663, 1.370], [2.925, -3.325, 2.295], [0.920, -1.547, 3.759], [2.494, -2.088, 4.340], [1.188, -3.239, 4.143], [2.754, -1.608, 0.504], [4.756, -0.792, 1.454], [4.296, -1.578, 2.982], [3.306, 1.596, 4.660], [3.096, 3.825, 5.649], [1.843, 5.596, 4.437], [0.679, 5.047, 2.355], [-1.697, 3.703, -0.992], [-3.879, 4.759, -0.708], [-4.766, 5.202, 1.562], [-3.436, 4.556, 3.543], [-1.240, 3.528, 3.280], [-0.078, 5.378, -0.558], [1.417, 6.624, -2.044], [3.618, 5.693, -2.675], [4.313, 3.482, -1.803], [2.812, 2.211, -0.333], [-3.813, 0.853, 2.483], [-4.015, 0.037, 0.783], [-5.655, 0.636, 0.114], [-4.110, -1.853, 1.014], [-2.579, 0.391, -0.315], [-4.091, 0.190, 3.305], [-4.473, 1.719, 2.556], [-2.807, 1.239, 2.673], [-6.486, 0.365, 0.768], [-5.862, 0.231, -0.877], [-5.643, 1.725, 0.034], [-4.389, -2.167, 2.022], [-3.186, -2.375, 0.732], [-4.874, -2.267, 0.353], [-2.634, 1.450, -0.592], [-2.736, -0.168, -1.251], [-1.284, -1.018, 2.208], [-1.435, -0.494, 3.006], [-2.143, -1.435, 2.021]],
  "e_homo_ev": -12.78,
  "charge": 2
}


No. 8
{
  "formula": "C4H8ClNO",
  "method": "wB97M-V/def2-TZVPD",
  "species": ["C", "C", "C", "C", "H", "H", "H", "H", "H", "H", "H", "H", "N", "O", "Cl"],
  "positions_angstrom": [[0.835, 0.679, -0.650], [0.004, 1.202, 0.385], [0.019, -0.368, 0.430], [-1.029, -0.993, -0.172], [2.509, 0.154, 0.137], [2.471, -0.211, -1.399], [0.273, 0.920, -1.546], [-1.160, 1.432, 0.108], [0.303, 1.947, 1.358], [-1.125, -2.098, -0.252], [-1.017, -0.557, -1.231], [-2.772, -1.167, 1.474], [2.196, 0.657, -0.858], [-2.512, -0.427, 0.525], [1.006, -1.171, 1.692]],
  "e_homo_ev": -8.73
}


No. 9
{
  "formula": "C5H10O",
  "method": "wB97M-V/def2-TZVPD",
  "species": ["C", "C", "C", "C", "C", "O", "H", "H", "H", "H", "H", "H", "H", "H", "H", "H"],
  "positions_angstrom": [[0.090, 1.225, 1.602], [0.509, 0.797, 0.207], [-0.619, 0.526, -0.810], [-0.186, -0.816, -1.370], [0.074, -1.819, -0.360], [-0.986, -1.949, -1.420], [-0.683, 0.548, 1.990], [-0.305, 2.243, 1.640], [0.956, 1.162, 2.270], [0.996, -0.193, 0.329], [1.291, 1.431, -0.216], [-0.679, 1.264, -1.616], [-1.606, 0.463, -0.329], [0.539, -0.736, -2.181], [0.971, -2.445, -0.367], [-0.360, -1.699, 0.633]],
  "e_homo_ev": -10.07,
  "smiles": "CCC[C@H]1CO1"
}


No. 10
{
  "formula": "C20H30FeNO3PS",
  "method": "wB97M-V/def2-TZVPD",
  "species": ["C", "C", "C", "C", "C", "C", "C", "C", "N", "Fe", "C", "P", "H", "H", "H", "H", "H", "H", "H", "H", "C", "C", "H", "C", "C", "H", "H", "H", "H", "H", "H", "H", "H", "H", "H", "H", "H", "H", "H", "C", "C", "C", "C", "C", "C", "C", "S", "O", "O", "O", "H", "H", "H", "H", "H", "H", "H"],
  "positions_angstrom": [[0.555, 3.400, -2.887], [-0.729, 2.833, -2.734], [-0.971, 1.460, -2.358], [0.119, 0.581, -2.196], [1.423, 1.184, -2.184], [1.641, 2.539, -2.573], [-2.443, 1.138, -2.174], [-2.851, -0.291, -1.794], [-1.866, -1.338, -2.148], [0.024, -1.375, -2.134], [2.634, 0.338, -1.790], [2.138, -1.443, -1.549], [-1.608, 3.492, -2.954], [2.682, 2.957, -2.576], [0.735, 4.485, -3.163], [3.006, 0.740, -0.823], [3.445, 0.400, -2.548], [-2.802, 1.766, -1.346], [-3.024, 1.445, -3.070], [-3.025, -0.370, -0.708], [2.874, -1.728, 0.073], [3.260, -2.154, -2.774], [-3.772, -0.543, -2.339], [-1.616, -1.438, -3.654], [-2.345, -2.664, -1.625], [0.571, 0.122, -0.075], [-2.321, -2.157, -4.049], [-1.807, -0.511, -4.153], [-0.626, -1.776, -3.962], [-3.144, -3.054, -2.311], [-1.493, -3.371, -1.567], [-2.771, -2.532, -0.636], [4.291, -2.099, -2.409], [2.968, -3.192, -2.904], [3.168, -1.622, -3.713], [3.957, -1.713, -0.018], [2.526, -0.979, 0.801], [2.555, -2.716, 0.425], [0.588, -2.589, -2.922], [0.240, 0.801, 7.426], [-0.101, 0.779, 5.972], [-0.399, -0.426, 5.352], [-0.726, -0.482, 4.001], [-0.658, 0.687, 3.224], [-0.511, 1.937, 3.875], [-0.182, 1.956, 5.235], [-0.775, 0.581, 1.447], [0.687, 0.098, 1.008], [-1.718, -0.485, 1.137], [-1.019, 1.932, 0.963], [-0.553, 0.315, 8.022], [1.178, 0.257, 7.646], [0.359, 1.840, 7.780], [-0.341, -1.346, 5.918], [-0.937, -1.430, 3.500], [-0.551, 2.861, 3.289], [0.058, 2.903, 5.729]],
  "s_squared": 6.03,
  "multiplicity": 5,
  "e_homo_ev": [-5.23, -7.61]
}


No. 11
{
  "formula": "C15H12HfN4O2Se",
  "method": "wB97M-V/def2-TZVPD",
  "species": ["Hf", "C", "C", "C", "C", "N", "C", "C", "C", "C", "C", "C", "N", "H", "H", "H", "H", "H", "H", "H", "H", "O", "C", "C", "C", "C", "O", "N", "H", "H", "H", "H", "Se", "C", "N"],
  "positions_angstrom": [[-0.006, 1.683, -0.665], [3.357, -1.086, -1.298], [2.706, -2.306, -1.185], [1.319, -2.329, -1.113], [0.611, -1.133, -1.191], [1.258, 0.061, -1.295], [2.599, 0.075, -1.319], [-0.872, -1.070, -1.175], [-1.706, -2.180, -1.315], [-3.085, -2.002, -1.290], [-3.608, -0.722, -1.154], [-2.732, 0.346, -1.040], [-1.404, 0.168, -1.036], [4.434, -1.035, -1.355], [3.270, -3.226, -1.151], [0.798, -3.266, -0.988], [3.082, 1.054, -1.369], [-1.292, -3.167, -1.449], [-3.744, -2.855, -1.376], [-4.675, -0.564, -1.129], [-3.082, 1.375, -0.956], [-1.095, 2.494, 0.889], [-0.423, 1.832, 1.740], [-0.543, 1.695, 3.214], [0.494, 0.609, 3.535], [1.102, 0.231, 2.208], [1.862, -0.642, 1.910], [0.562, 1.099, 1.228], [-1.559, 1.442, 3.524], [-0.315, 2.659, 3.680], [0.057, -0.266, 4.019], [1.293, 0.954, 4.194], [1.684, 3.792, -0.950], [0.303, 3.450, -1.998], [-0.648, 2.830, -2.346]],
  "e_homo_ev": -16.33,
  "charge": 2
}


Max |F|, respectively: 0.276, 0.024, 0.117, 0.026, 0.103, 0.013, 0.013, 0.123, 0.033, 0.056, 0.034 hartree/bohr.
Relative energy (zero: lowest compared OMol25 entry of this formula, charge and spin), respectively: 156.23, 100.64, 18.06, 0.00, 0.00, 0.00, 0.00, 128.50, 49.20, 9.95, 4.26 kcal per mole.